{
  "formula": "C9H7Br",
  "method": "wB97M-V/def2-TZVPD",
  "multiplicity": 1,
  "gap_ev": [7.09, 7.09],
  "relative_energy_kj_mol": 0.00,
  "energy_ev": -79484.3896,
  "lumo_ev": [-0.8, -0.8],
  "symbols": ["C", "H", "C", "C", "C", "C", "H", "H", "H", "C", "H", "C", "C", "H", "H", "Br", "C"],
  "xyz": [[1.810, 1.609, 0.093], [-1.200, -1.452, -1.819], [1.556, 1.190, -1.189], [-1.134, -1.144, -0.783], [-0.534, 0.063, -0.512], [-0.301, 0.545, 0.785], [-1.984, -2.787, -0.051], [2.695, 2.227, 0.228], [-1.195, 0.506, 1.488], [0.469, 0.435, -1.487], [0.852, 2.050, 1.841], [-0.885, -1.835, 1.578], [0.787, 1.401, 1.030], [2.203, 1.448, -2.016], [0.192, 0.069, -2.491], [-1.942, -2.344, 3.068], [-1.388, -1.981, 0.236]]
}

{
  "formula": "C9H7Cl2GaLaNO3",
  "method": "wB97M-V/def2-TZVPD",
  "multiplicity": 1,
  "gap_ev": [6.06, 6.73],
  "total_charge": 4,
  "energy_ev": -95313.2697,
  "lumo_ev": [-16.3, -15.9],
  "symbols": ["H", "Ga", "Cl", "H", "O", "C", "C", "C", "H", "C", "La", "N", "Cl", "C", "H", "O", "H", "H", "C", "C", "C", "C", "O", "H"],
  "xyz": [[1.431, -1.629, -0.471], [-3.484, 0.653, -4.071], [-1.169, 1.616, -3.891], [0.023, -2.061, 0.349], [-0.094, 2.156, 1.493], [1.568, -1.417, 3.811], [1.422, -1.045, 1.426], [0.949, -1.674, 2.571], [3.206, -0.360, 4.821], [3.288, -0.114, 2.660], [-0.398, 0.508, -1.542], [0.711, -1.324, 0.206], [-2.948, -0.021, -1.305], [2.599, -0.296, 1.445], [3.007, 0.136, 0.524], [-3.903, 1.343, -7.198], [0.133, -2.408, 2.592], [4.265, 0.379, 2.686], [-4.897, 2.186, -4.313], [-0.201, 1.811, 0.380], [2.724, -0.593, 3.862], [-3.763, 1.081, -6.073], [-5.687, 2.925, -4.715], [1.218, -1.851, 4.754]]
}

{
  "formula": "C9H7Cl4F6NO7OsS3Si",
  "method": "wB97M-V/def2-TZVPD",
  "multiplicity": 5,
  "gap_ev": [8.61, 7.11],
  "s2": 6.028,
  "relative_energy_kj_mol": 0.00,
  "energy_ev": -134516.1739,
  "lumo_ev": [-1.5, -3.0],
  "symbols": ["S", "C", "H", "F", "H", "S", "O", "Cl", "C", "F", "S", "F", "C", "O", "N", "Cl", "H", "H", "H", "H", "O", "Os", "O", "C", "O", "H", "F", "C", "C", "F", "O", "C", "Si", "F", "O", "C", "Cl", "C", "Cl"],
  "xyz": [[1.208, -0.875, -1.412], [-4.462, -1.424, -3.381], [-4.988, -0.472, -3.285], [-1.037, 0.873, 3.215], [-1.307, -0.822, -0.003], [1.421, 3.156, 1.185], [2.018, -1.865, -2.048], [5.230, -2.389, 2.423], [-0.130, 2.742, 0.277], [0.008, -0.053, 4.872], [1.468, 1.568, 3.459], [-1.126, 3.493, 0.741], [-1.971, -1.372, -3.764], [1.139, -1.038, 0.124], [1.073, 2.865, 2.681], [5.021, 0.498, 0.666], [-2.153, -1.531, -4.819], [-4.491, -1.721, -4.428], [-3.624, -1.056, -0.832], [-5.015, -2.162, -2.799], [1.658, 4.530, 0.941], [2.852, 0.017, 0.638], [1.683, 0.507, -1.548], [-0.670, -1.256, -3.309], [1.763, 0.429, 2.571], [0.167, -1.332, -3.991], [0.023, 2.957, -1.016], [-2.796, -1.104, -1.528], [-0.449, -1.052, -1.955], [-0.422, 1.457, 0.486], [2.368, 1.776, 4.536], [-3.049, -1.300, -2.885], [3.329, -2.228, 1.741], [-0.590, 2.024, 4.998], [2.424, 2.214, 0.664], [-0.154, 1.071, 4.189], [2.068, -2.498, 3.297], [-1.503, -0.973, -1.055], [3.013, -3.655, 0.352]]
}

{
  "formula": "C9H7ClO3Zr",
  "method": "wB97M-V/def2-TZVPD",
  "multiplicity": 1,
  "gap_ev": 7.08,
  "total_charge": 2,
  "relative_energy_kj_mol": 34.81,
  "energy_ev": -29374.5677,
  "lumo_ev": -10.9,
  "symbols": ["C", "H", "C", "O", "H", "C", "C", "C", "H", "H", "C", "H", "O", "H", "C", "C", "Cl", "C", "H", "Zr", "O"],
  "xyz": [[-2.012, 1.518, 1.977], [1.504, 1.183, -2.290], [-1.078, -0.856, -1.129], [2.702, 1.493, 2.319], [-2.038, -0.537, -1.560], [-0.883, -1.781, -0.061], [0.237, -0.404, -1.553], [0.538, 0.707, -2.512], [-1.655, -2.385, 0.403], [0.586, 0.402, -3.567], [1.224, -1.080, -0.748], [2.310, -0.958, -0.869], [-2.824, 2.277, 2.274], [-0.249, 1.482, -2.466], [1.797, 1.135, 1.697], [0.532, -1.946, 0.141], [-1.213, 2.280, -0.542], [-0.178, -0.071, 2.981], [0.995, -2.706, 0.761], [-0.205, 0.437, 0.621], [-0.093, -0.190, 4.122]]
}

{
  "formula": "C9H7FeN2O5",
  "method": "wB97M-V/def2-TZVPD",
  "multiplicity": 5,
  "gap_ev": [5.84, 2.75],
  "s2": 6.086,
  "total_charge": 1,
  "relative_energy_kj_mol": 0.00,
  "energy_ev": -57038.2427,
  "lumo_ev": [-4.1, -8.6],
  "symbols": ["C", "H", "O", "C", "C", "H", "H", "Fe", "C", "C", "C", "H", "H", "O", "H", "C", "O", "C", "N", "O", "N", "C", "H", "O"],
  "xyz": [[-1.267, 0.646, 0.484], [1.098, 1.962, 0.747], [-1.265, 2.211, -4.461], [1.156, -2.030, 2.307], [1.797, 1.400, 1.395], [-1.420, -1.305, -3.175], [2.831, 1.393, 0.984], [-1.251, 0.894, -1.430], [-3.081, 0.870, -1.505], [-1.284, 1.456, -3.592], [0.170, -1.819, 1.396], [2.827, -0.727, 2.772], [1.867, 1.840, 2.406], [-1.837, 0.953, 1.475], [1.377, -2.877, 2.961], [0.592, 0.711, -1.564], [-1.257, -1.965, -1.336], [-1.292, -0.963, -2.077], [0.257, -0.537, 0.912], [-4.269, 0.764, -1.577], [1.925, -0.878, 2.316], [1.311, 0.028, 1.503], [-0.611, -2.515, 1.086], [1.625, 0.487, -2.027]]
}

{
  "formula": "C9H7N2O5Zn",
  "method": "wB97M-V/def2-TZVPD",
  "multiplicity": 1,
  "gap_ev": [6.37, 6.37],
  "total_charge": 1,
  "relative_energy_kj_mol": 325.88,
  "energy_ev": -71069.6649,
  "lumo_ev": [-4.8, -4.8],
  "symbols": ["H", "Zn", "O", "C", "H", "N", "O", "N", "C", "C", "H", "C", "H", "C", "C", "C", "H", "O", "H", "O", "C", "O", "H", "C"],
  "xyz": [[2.875, 0.556, 2.201], [0.226, 0.993, -0.236], [-0.716, 0.213, 2.733], [2.267, 0.648, -0.333], [4.962, -1.797, 4.004], [3.027, -1.244, 3.353], [0.014, -2.833, -1.406], [1.372, -0.967, 1.944], [4.246, -0.973, 4.110], [2.474, -0.421, 2.432], [2.427, -3.192, 4.116], [1.173, -2.175, 2.598], [4.017, -0.884, 5.177], [-0.086, 0.265, 1.741], [2.226, -2.375, 3.442], [-1.848, 0.895, -0.702], [4.693, -0.038, 3.756], [-2.960, 0.797, -1.040], [-0.925, -0.960, -2.398], [0.159, 0.727, -2.905], [-0.378, 0.044, -2.048], [3.364, 0.347, -0.499], [0.322, -2.795, 2.383], [0.225, -1.772, -0.990]]
}

Repeat the sixth record exactly.
{
  "formula": "C9H7N2O5Zn",
  "method": "wB97M-V/def2-TZVPD",
  "multiplicity": 1,
  "gap_ev": [6.37, 6.37],
  "total_charge": 1,
  "relative_energy_kj_mol": 325.88,
  "energy_ev": -71069.6649,
  "lumo_ev": [-4.8, -4.8],
  "symbols": ["H", "Zn", "O", "C", "H", "N", "O", "N", "C", "C", "H", "C", "H", "C", "C", "C", "H", "O", "H", "O", "C", "O", "H", "C"],
  "xyz": [[2.875, 0.556, 2.201], [0.226, 0.993, -0.236], [-0.716, 0.213, 2.733], [2.267, 0.648, -0.333], [4.962, -1.797, 4.004], [3.027, -1.244, 3.353], [0.014, -2.833, -1.406], [1.372, -0.967, 1.944], [4.246, -0.973, 4.110], [2.474, -0.421, 2.432], [2.427, -3.192, 4.116], [1.173, -2.175, 2.598], [4.017, -0.884, 5.177], [-0.086, 0.265, 1.741], [2.226, -2.375, 3.442], [-1.848, 0.895, -0.702], [4.693, -0.038, 3.756], [-2.960, 0.797, -1.040], [-0.925, -0.960, -2.398], [0.159, 0.727, -2.905], [-0.378, 0.044, -2.048], [3.364, 0.347, -0.499], [0.322, -2.795, 2.383], [0.225, -1.772, -0.990]]
}